Entry 1:
{
  "formula": "C15H23N5O3",
  "method": "ωB97M-V/def2-TZVPD",
  "homo_energy_ev": -8.75,
  "gap_ev": 8.8461,
  "lumo_energy_ev": 0.097,
  "de_lowest_kcal_mol": 165.6,
  "charge": 0,
  "species": ["C", "C", "C", "C", "C", "C", "C", "C", "C", "C", "C", "C", "C", "C", "C", "H", "H", "H", "H", "H", "H", "H", "H", "H", "H", "H", "H", "H", "H", "H", "H", "H", "H", "H", "H", "H", "H", "H", "N", "N", "N", "N", "N", "O", "O", "O"],
  "coordinates": [[0.4467, -2.4907, -1.8888], [0.5412, -1.2720, -0.8608], [-0.9038, -3.2672, -1.8514], [-1.2934, -3.8335, -0.4031], [-0.8599, -5.0705, -0.0126], [-2.0640, -2.9006, 0.3492], [-1.2043, -5.4381, 1.2756], [-2.4508, -3.2564, 1.6197], [-2.0657, -4.5365, 2.1077], [0.1389, 1.1317, -0.4217], [-0.8270, 1.0107, 0.7825], [-0.3795, 2.1892, -1.3972], [0.3096, 3.4677, -1.0248], [0.0688, 3.8647, 0.4403], [2.1052, 5.0160, 1.1704], [2.4671, -2.6756, -1.4809], [1.2405, -3.9953, -0.6640], [0.6162, -2.0921, -2.9175], [-0.7792, -4.1417, -2.4311], [-1.5819, -2.5041, -2.2075], [0.0354, -5.5534, -0.5531], [-2.3706, -1.8974, -0.0031], [-1.0384, -6.3152, 1.8186], [-3.0278, -2.4866, 2.1217], [-2.3090, -4.7924, 3.1408], [-0.2329, -0.0842, -2.3157], [1.1317, 1.2309, -0.0943], [-1.5401, 2.1620, -1.3508], [-0.2130, 1.9383, -2.3554], [0.0671, 4.6144, -1.4523], [1.3467, 3.2735, -1.3136], [-0.9607, 4.0014, 0.5782], [0.3303, 2.9309, 0.8849], [0.5793, 5.9555, 0.4039], [2.0969, 6.6582, 0.3515], [3.6602, 4.4554, 2.2296], [2.2901, 2.9767, 2.1043], [0.1733, -0.4122, 1.6246], [1.5816, -3.2665, -1.5610], [0.0291, -0.0767, -1.2244], [0.7442, 5.0511, 1.0047], [2.7847, 6.1259, 0.9200], [2.8919, 3.9185, 1.6003], [0.7094, -1.6370, 0.4176], [-1.9551, 1.5717, 0.8248], [-0.3288, 0.4514, 2.0144]],
  "forces_ev_per_a": [[1.1, 1.9, 0.5], [-2.9, -2.7, 4.6], [1.2, 0.6, 2.9], [-0.5, 4.0, -3.0], [2.0, -0.5, 0.7], [0.5, -1.3, -0.4], [-3.3, 3.1, 2.4], [0.4, -1.1, 0.1], [1.4, 0.0, -1.9], [-3.0, -1.3, -1.6], [-3.3, 1.9, 3.8], [-3.1, 1.7, 3.3], [-0.2, 5.0, -0.8], [1.4, -0.5, -0.5], [2.8, 2.1, -0.3], [-1.8, -1.6, 0.6], [2.3, 3.4, -3.1], [-0.4, -0.1, 0.4], [-0.1, -0.5, -1.4], [-0.9, -0.5, -0.2], [-2.1, 0.2, 0.5], [0.4, -0.8, -0.2], [1.0, -1.5, 0.1], [0.0, -0.5, 0.7], [0.1, -0.3, -0.4], [0.9, 0.7, 3.5], [1.4, 0.4, 0.5], [1.9, 0.4, 0.4], [1.3, -0.9, -3.3], [0.2, -3.4, -0.4], [0.3, 0.5, 0.6], [-1.5, 0.1, 0.2], [0.4, 0.1, 1.9], [-0.2, -2.5, 1.6], [1.1, 0.4, 0.7], [-2.2, -2.3, -1.7], [2.5, 4.2, -1.5], [-0.8, 1.8, 1.0], [0.3, -3.5, 2.2], [0.7, -2.3, -3.1], [-0.9, -0.1, -2.3], [-1.5, -1.6, -0.3], [-1.4, -1.2, 3.2], [0.1, 2.6, -4.9], [4.1, -2.3, -0.6], [0.3, -1.4, -4.6]]
}



Entry 2:
{
  "formula": "C31H36N5O10SiW",
  "method": "ωB97M-V/def2-TZVPD",
  "homo_energy_ev": [-2.99, -5.44],
  "gap_ev": [4.9284, 7.4768],
  "lumo_energy_ev": [1.942, 2.035],
  "s2": 2.033,
  "de_lowest_kcal_mol": 107.2,
  "spin_multiplicity": 3,
  "charge": -1,
  "species": ["W", "C", "N", "C", "C", "C", "N", "C", "C", "C", "C", "C", "C", "C", "O", "C", "C", "C", "N", "C", "C", "C", "C", "C", "C", "C", "O", "H", "H", "H", "H", "H", "H", "H", "H", "H", "H", "H", "H", "H", "H", "H", "H", "H", "H", "H", "H", "H", "H", "H", "H", "H", "O", "C", "O", "C", "C", "C", "C", "C", "C", "O", "N", "O", "O", "N", "O", "O", "H", "H", "C", "Si", "C", "C", "O", "H", "H", "H", "H", "H", "H", "H", "H", "H"],
  "coordinates": [[0.0650, -0.4361, -0.1692], [0.8654, 2.6969, -0.8880], [-0.4453, 2.0427, -0.7002], [-1.1423, 2.1343, -2.0013], [-2.5737, 1.6129, -2.0664], [-2.7388, 0.2110, -1.4511], [-1.4887, -0.5145, -1.5006], [-1.3731, -1.4061, -2.5328], [-0.1393, -1.7305, -3.1353], [-0.0220, -2.7751, -4.0791], [1.1725, -3.0423, -4.7130], [2.3038, -2.2798, -4.4231], [2.2272, -1.2592, -3.4822], [1.0314, -0.9754, -2.8403], [0.9805, 0.0154, -1.9341], [-1.1175, 2.8089, 0.3770], [-2.3697, 2.2412, 1.0314], [-2.1296, 0.8794, 1.7212], [-0.8090, 0.3471, 1.4872], [0.0520, 0.3770, 2.5994], [1.1695, -0.6631, 2.4599], [1.0095, -1.7431, 3.4534], [1.7045, -2.8762, 3.5997], [2.8951, -3.0407, 2.7643], [3.2588, -1.3425, 0.9884], [2.0830, -0.4311, 1.4517], [1.7974, 0.5052, 0.5583], [0.7118, 3.7455, -1.1794], [1.4181, 2.1755, -1.6636], [1.4266, 2.6513, 0.0386], [-0.5237, 1.5652, -2.6957], [-1.1281, 3.1865, -2.3255], [-2.8304, 1.5796, -3.1290], [-3.2745, 2.3186, -1.6148], [-3.4891, -0.3442, -2.0270], [-3.1243, 0.2648, -0.4378], [-2.2780, -1.8846, -2.9006], [-0.9000, -3.3718, -4.2965], [1.2318, -3.8509, -5.4307], [3.2419, -2.4867, -4.9211], [3.0945, -0.6624, -3.2303], [-1.3402, 3.8111, -0.0213], [-0.3698, 2.9257, 1.1601], [-3.2023, 2.1840, 0.3330], [-2.6716, 2.9827, 1.7765], [-2.8913, 0.1514, 1.4235], [-2.2533, 1.0059, 2.8038], [-0.5291, 0.1068, 3.4963], [0.1529, -1.5974, 4.1001], [1.4189, -3.6099, 4.3424], [3.7635, -2.5370, 3.1792], [3.4267, -1.1235, -0.0687], [-1.7631, -4.2167, 0.6008], [-0.8473, -3.4159, 0.5982], [-1.0334, -2.1124, 0.5209], [0.5627, -3.8403, 0.8598], [1.0157, -5.0789, 1.3802], [2.3291, -5.2369, 1.6999], [3.3051, -4.1413, 1.8526], [2.7845, -2.7499, 1.2893], [1.5118, -2.8986, 0.5779], [1.2949, -2.0197, -0.3775], [4.5689, -1.0006, 1.6317], [5.4857, -1.7655, 1.4337], [4.6843, 0.0810, 2.1505], [2.8138, -6.5607, 2.0334], [3.9702, -6.6567, 2.4311], [2.0236, -7.4923, 2.0510], [0.3346, -5.9158, 1.4364], [4.3548, -4.3837, 1.8017], [0.3152, 1.3668, 5.7335], [1.1610, 2.2446, 4.3045], [3.0142, 1.9907, 4.3984], [0.7669, 4.0766, 4.3453], [0.5762, 1.6900, 2.8648], [0.6417, 1.8044, 6.6792], [0.5708, 0.3071, 5.7617], [-0.7721, 1.4529, 5.6847], [3.4877, 2.7525, 5.0215], [3.4523, 2.0451, 3.4043], [3.2707, 1.0138, 4.8102], [1.1124, 4.5412, 5.2680], [-0.3095, 4.2395, 4.2611], [1.2471, 4.5904, 3.5120]],
  "forces_ev_per_a": [[-2.0, 0.0, -0.1], [0.0, 0.1, -0.1], [0.0, -0.3, 0.0], [0.0, 0.1, 0.0], [0.0, 0.0, 0.0], [-0.1, -0.1, -0.1], [0.3, -0.4, 0.2], [0.1, 0.3, -0.2], [0.1, -0.1, -0.1], [0.0, 0.1, 0.0], [0.0, 0.0, 0.0], [0.0, 0.0, 0.0], [0.0, 0.0, -0.1], [-0.1, 0.0, 0.0], [0.3, -0.1, 0.2], [0.1, 0.1, 0.0], [-0.1, 0.0, 0.0], [0.1, 0.0, 0.1], [0.1, 0.0, -0.3], [0.2, 0.0, 0.3], [0.2, -0.1, 0.3], [0.1, -0.1, -0.1], [-0.2, 0.2, 0.1], [0.1, 0.0, 0.0], [0.0, 0.0, 0.2], [0.0, 0.0, -0.2], [0.3, -0.2, 0.1], [0.0, 0.0, 0.0], [0.0, 0.0, 0.0], [0.0, 0.0, 0.0], [-0.1, 0.0, 0.0], [0.0, 0.0, 0.0], [0.0, 0.0, 0.0], [0.0, 0.0, 0.0], [0.0, 0.0, 0.1], [0.1, 0.0, 0.0], [0.0, 0.1, 0.0], [0.0, 0.0, 0.0], [0.0, 0.0, 0.0], [0.0, 0.0, 0.0], [0.0, 0.0, 0.0], [0.0, 0.0, 0.0], [0.0, 0.0, 0.0], [0.0, 0.0, 0.0], [0.0, 0.0, 0.0], [0.1, 0.0, 0.0], [0.0, 0.0, 0.0], [0.1, 0.0, -0.1], [0.0, 0.0, 0.1], [0.0, -0.1, 0.0], [0.0, 0.0, 0.0], [0.0, 0.0, 0.1], [0.0, 0.0, 0.0], [0.0, -0.1, 0.0], [0.2, 0.2, 0.0], [0.3, 0.2, 0.0], [0.0, 0.3, -0.1], [0.2, -0.5, -0.2], [-0.1, 0.1, 0.0], [-0.3, -0.1, -0.1], [-0.2, 0.2, -0.1], [0.3, -0.1, 0.1], [0.0, 0.4, -0.9], [0.2, -0.6, 0.2], [-0.1, 0.4, 0.6], [-0.4, 0.5, 1.0], [0.2, -0.1, -0.4], [0.1, -0.1, -0.4], [0.0, 0.0, 0.0], [0.0, 0.0, 0.0], [0.0, 0.1, 0.0], [0.2, 0.0, 0.0], [-0.2, 0.0, 0.1], [-0.1, -0.2, -0.1], [-0.1, 0.2, 0.0], [0.0, 0.0, 0.0], [0.0, -0.1, 0.0], [0.0, 0.0, 0.0], [0.0, 0.0, 0.1], [0.0, 0.0, -0.1], [0.0, -0.1, 0.0], [0.0, 0.0, 0.1], [0.0, 0.0, 0.0], [0.0, 0.0, -0.1]]
}



Entry 3:
{
  "formula": "C14H20N2O3",
  "method": "ωB97M-V/def2-TZVPD",
  "homo_energy_ev": -8.17,
  "gap_ev": 8.8745,
  "lumo_energy_ev": 0.701,
  "de_lowest_kcal_mol": 45.9,
  "charge": 0,
  "species": ["C", "H", "H", "H", "C", "H", "H", "C", "C", "H", "H", "H", "C", "N", "C", "C", "C", "C", "C", "C", "H", "H", "C", "H", "H", "H", "H", "H", "N", "C", "O", "O", "H", "C", "H", "H", "H", "O", "H"],
  "coordinates": [[3.2840, 1.3099, -1.8361], [4.3075, 1.4038, -1.4856], [3.3061, 1.2544, -2.9222], [2.7330, 2.2030, -1.5558], [2.6263, 0.0439, -1.2975], [1.6578, -0.0873, -1.7830], [3.2520, -0.8084, -1.5732], [2.4300, -0.0339, 0.2327], [3.4783, 0.7540, 1.0144], [3.5053, 1.7914, 0.7035], [4.4496, 0.2979, 0.8460], [3.2561, 0.7095, 2.0777], [0.9816, 0.3353, 0.6832], [0.1009, -0.5118, -0.1026], [-1.3067, -0.4333, 0.0041], [-1.9753, 0.0899, 1.1054], [-3.3565, 0.1541, 1.1067], [-4.1044, -0.3182, 0.0364], [-3.4282, -0.8618, -1.0497], [-2.0493, -0.9166, -1.0720], [-1.5352, -1.3296, -1.9275], [-3.9889, -1.2413, -1.8917], [-5.5997, -0.2303, 0.0421], [-5.9200, 0.6934, -0.4414], [-6.0393, -1.0630, -0.5021], [-5.9848, -0.2290, 1.0589], [-3.8624, 0.5655, 1.9685], [-1.4201, 0.4291, 1.9652], [0.5611, -1.8640, -0.1997], [1.7284, -2.3276, 0.3045], [1.9568, -3.5057, 0.4214], [2.6418, -1.3980, 0.6495], [-0.1703, -2.5444, -0.3512], [0.6319, 1.7924, 0.3923], [1.3421, 2.4421, 0.8917], [0.6452, 1.9681, -0.6774], [-0.3601, 2.0133, 0.7708], [0.8672, 0.1245, 2.0739], [1.3581, -0.6718, 2.3198]],
  "forces_ev_per_a": [[-0.1, -0.2, 0.0], [0.1, 0.1, 0.0], [0.0, 0.1, -0.1], [0.0, 0.2, 0.0], [0.0, 0.0, 0.0], [0.1, -0.1, 0.0], [-0.1, 0.0, 0.0], [0.0, 0.5, -0.2], [-0.3, -0.3, 0.0], [0.0, 0.1, 0.0], [0.1, 0.0, -0.1], [0.0, 0.0, 0.0], [0.1, -0.1, -0.5], [0.4, 0.2, -0.1], [-0.2, -0.1, -0.1], [0.1, 0.0, 0.1], [-0.1, 0.0, -0.2], [0.0, 0.0, 0.0], [0.0, 0.0, 0.1], [0.0, 0.1, 0.1], [0.1, 0.0, -0.1], [-0.1, 0.0, -0.1], [0.0, 0.1, 0.0], [-0.1, 0.0, 0.0], [-0.1, 0.0, 0.0], [-0.1, 0.0, 0.0], [-0.1, 0.0, 0.1], [0.0, 0.0, 0.0], [-0.4, 0.2, 0.0], [-0.1, -0.4, -0.1], [0.2, -0.1, 0.0], [0.0, -0.1, 0.3], [0.2, 0.0, 0.1], [0.1, -0.4, 0.2], [0.1, 0.1, 0.0], [0.0, 0.1, -0.1], [0.0, 0.1, 0.0], [0.0, 0.0, 0.4], [0.0, 0.1, 0.0]]
}



Entry 4:
{
  "formula": "C5H14N4",
  "method": "ωB97M-V/def2-TZVPD",
  "homo_energy_ev": -8.33,
  "gap_ev": 9.2612,
  "lumo_energy_ev": 0.928,
  "de_lowest_kcal_mol": 56.6,
  "charge": 0,
  "species": ["C", "C", "C", "N", "N", "C", "N", "N", "C", "H", "H", "H", "H", "H", "H", "H", "H", "H", "H", "H", "H", "H", "H"],
  "coordinates": [[-0.8166, 1.9662, 0.1321], [1.9678, -2.2720, 0.7957], [-2.5998, 0.2307, -0.4583], [1.9147, -0.8497, 0.4960], [0.8346, -0.1282, 1.1009], [-1.2564, 0.5152, 0.1363], [1.9399, -0.6541, -0.8908], [-0.1804, 2.3961, -1.1072], [-0.4712, -0.4403, 0.6233], [0.9264, -0.2044, 2.1085], [2.2322, 0.3064, -1.0684], [1.0267, -0.8198, -1.3229], [0.6713, 1.8675, -1.2519], [-0.7928, 2.2200, -1.8981], [-0.7804, -1.4874, 0.5875], [-1.6872, 2.6092, 0.2908], [-0.0992, 2.1358, 0.9370], [2.8958, -2.6514, 0.3753], [1.1287, -2.8464, 0.3671], [1.9816, -2.4064, 1.8825], [-3.3772, 0.6977, 0.1405], [-2.6663, 0.6526, -1.4634], [-2.7923, -0.8375, -0.5123]],
  "forces_ev_per_a": [[0.1, 0.0, 0.2], [-0.3, -0.1, 0.0], [0.2, -0.1, 0.1], [0.2, 0.0, 0.1], [0.0, 0.2, 0.3], [0.0, 0.2, 0.0], [0.3, 0.2, -0.2], [-0.1, 0.1, -0.3], [0.0, -0.3, -0.1], [0.1, 0.0, -0.1], [-0.1, -0.3, 0.0], [0.1, 0.1, 0.1], [-0.1, 0.0, 0.0], [0.1, 0.0, 0.0], [-0.1, 0.1, 0.0], [0.0, 0.0, 0.1], [-0.2, 0.0, -0.1], [0.0, -0.1, 0.0], [0.1, 0.0, 0.1], [0.0, 0.0, -0.2], [-0.2, 0.1, 0.1], [0.0, 0.0, 0.0], [-0.1, -0.1, 0.0]]
}



Repeat the third record exactly.
{
  "formula": "C14H20N2O3",
  "method": "ωB97M-V/def2-TZVPD",
  "homo_energy_ev": -8.17,
  "gap_ev": 8.8745,
  "lumo_energy_ev": 0.701,
  "de_lowest_kcal_mol": 45.9,
  "charge": 0,
  "species": ["C", "H", "H", "H", "C", "H", "H", "C", "C", "H", "H", "H", "C", "N", "C", "C", "C", "C", "C", "C", "H", "H", "C", "H", "H", "H", "H", "H", "N", "C", "O", "O", "H", "C", "H", "H", "H", "O", "H"],
  "coordinates": [[3.2840, 1.3099, -1.8361], [4.3075, 1.4038, -1.4856], [3.3061, 1.2544, -2.9222], [2.7330, 2.2030, -1.5558], [2.6263, 0.0439, -1.2975], [1.6578, -0.0873, -1.7830], [3.2520, -0.8084, -1.5732], [2.4300, -0.0339, 0.2327], [3.4783, 0.7540, 1.0144], [3.5053, 1.7914, 0.7035], [4.4496, 0.2979, 0.8460], [3.2561, 0.7095, 2.0777], [0.9816, 0.3353, 0.6832], [0.1009, -0.5118, -0.1026], [-1.3067, -0.4333, 0.0041], [-1.9753, 0.0899, 1.1054], [-3.3565, 0.1541, 1.1067], [-4.1044, -0.3182, 0.0364], [-3.4282, -0.8618, -1.0497], [-2.0493, -0.9166, -1.0720], [-1.5352, -1.3296, -1.9275], [-3.9889, -1.2413, -1.8917], [-5.5997, -0.2303, 0.0421], [-5.9200, 0.6934, -0.4414], [-6.0393, -1.0630, -0.5021], [-5.9848, -0.2290, 1.0589], [-3.8624, 0.5655, 1.9685], [-1.4201, 0.4291, 1.9652], [0.5611, -1.8640, -0.1997], [1.7284, -2.3276, 0.3045], [1.9568, -3.5057, 0.4214], [2.6418, -1.3980, 0.6495], [-0.1703, -2.5444, -0.3512], [0.6319, 1.7924, 0.3923], [1.3421, 2.4421, 0.8917], [0.6452, 1.9681, -0.6774], [-0.3601, 2.0133, 0.7708], [0.8672, 0.1245, 2.0739], [1.3581, -0.6718, 2.3198]],
  "forces_ev_per_a": [[-0.1, -0.2, 0.0], [0.1, 0.1, 0.0], [0.0, 0.1, -0.1], [0.0, 0.2, 0.0], [0.0, 0.0, 0.0], [0.1, -0.1, 0.0], [-0.1, 0.0, 0.0], [0.0, 0.5, -0.2], [-0.3, -0.3, 0.0], [0.0, 0.1, 0.0], [0.1, 0.0, -0.1], [0.0, 0.0, 0.0], [0.1, -0.1, -0.5], [0.4, 0.2, -0.1], [-0.2, -0.1, -0.1], [0.1, 0.0, 0.1], [-0.1, 0.0, -0.2], [0.0, 0.0, 0.0], [0.0, 0.0, 0.1], [0.0, 0.1, 0.1], [0.1, 0.0, -0.1], [-0.1, 0.0, -0.1], [0.0, 0.1, 0.0], [-0.1, 0.0, 0.0], [-0.1, 0.0, 0.0], [-0.1, 0.0, 0.0], [-0.1, 0.0, 0.1], [0.0, 0.0, 0.0], [-0.4, 0.2, 0.0], [-0.1, -0.4, -0.1], [0.2, -0.1, 0.0], [0.0, -0.1, 0.3], [0.2, 0.0, 0.1], [0.1, -0.4, 0.2], [0.1, 0.1, 0.0], [0.0, 0.1, -0.1], [0.0, 0.1, 0.0], [0.0, 0.0, 0.4], [0.0, 0.1, 0.0]]
}